Entry 1:
Formula: C2HBr3ClF
Source: the OMol25 dataset
Level of theory: ωB97M-V/def2-TZVPD

CARTESIAN COORDINATES (ANGSTROEM)
C 0.04372 -0.74662 -0.43829
C 2.49398 -0.07114 0.01232
F -0.04726 -0.58124 -1.75702
Cl 0.02248 -2.32495 0.12159
Br 3.15658 -1.83581 0.22187
Br 3.14753 0.84160 -1.50160
Br 2.46390 0.92456 1.61776
H -0.43395 0.04516 0.12900

Properties
gap between HOMO and LUMO (alpha / beta): 8.29 / 7.68 eV
total charge: 0
calculated total energy: -227454.0995 eV
highest occupied orbital energy (alpha / beta): -0.315 / -0.316 hartree


Entry 2:
Formula: C2HBr4NO2
Source: the OMol25 dataset
Level of theory: ωB97M-V/def2-TZVPD

CARTESIAN COORDINATES (ANGSTROEM)
C 0.14475 -0.95962 0.30768
C 3.03655 -0.00228 0.07420
N 0.06721 0.33954 -0.29640
O 0.15189 0.34604 -1.51195
O 0.13814 1.30363 0.45486
Br 0.18133 -2.37404 -0.78595
Br 3.94623 -1.64201 -0.28364
Br 2.98643 1.29233 -1.22740
Br 2.92376 0.56434 1.84563
H -0.24062 -1.24626 1.33853

Properties
gap between HOMO and LUMO (alpha / beta): 8.39 / 6.35 eV
total charge: 0
calculated total energy: -287838.3676 eV
highest occupied orbital energy (alpha / beta): -0.348 / -0.310 hartree


Entry 3:
Formula: C2HBr4O2S
Source: the OMol25 dataset
Level of theory: ωB97M-V/def2-TZVPD

CARTESIAN COORDINATES (ANGSTROEM)
C 0.32911 0.52833 -0.04987
C -0.89258 0.10307 -0.62760
O 2.26910 -0.49695 1.50862
O 0.66503 -2.10248 0.59639
S 0.86350 -0.85354 1.34026
Br 0.18756 2.05716 1.06437
Br -0.72731 -1.36192 -1.82633
Br -2.14241 -0.32183 0.76230
Br -1.93166 1.66311 -1.80737
H 1.37966 0.78504 -0.96077

Properties
multiplicity: 3
expectation value of S²: 2.01
gap between HOMO and LUMO (alpha / beta): 5.22 / 5.92 eV
total charge: -1
calculated total energy: -297187.7696 eV
highest occupied orbital energy (alpha / beta): -0.081 / -0.198 hartree


Entry 4:
Formula: C2HBrCl2F2
Source: the OMol25 dataset
Level of theory: ωB97M-V/def2-TZVPD

CARTESIAN COORDINATES (ANGSTROEM)
C -0.35109 -0.39935 0.30050
C 0.46694 -1.52834 -0.28817
F 0.63288 -1.39110 -1.58564
F -0.27089 -2.63624 -0.09931
Cl -0.16216 -0.25230 2.42949
Cl 2.08121 -1.61677 0.53636
Br -2.12740 -0.75991 -0.10857
H -0.07242 0.72196 0.05606

Properties
SMILES: FC(F)(Cl)[C@H](Cl)Br
gap between HOMO and LUMO: 9.94 eV
total charge: 0
calculated total energy: -102611.2267 eV
highest occupied orbital energy: -0.400 hartree


Entry 5:
Formula: C2HBrF2S
Source: the OMol25 dataset
Level of theory: ωB97M-V/def2-TZVPD

CARTESIAN COORDINATES (ANGSTROEM)
C -0.55053 -0.69723 -0.96778
C 0.50695 0.46089 0.77112
F 0.66570 1.57000 0.11167
F 1.64894 -0.12798 0.97972
S -1.11379 -2.11639 -1.55402
Br -0.41093 0.72301 2.35517
H -0.74633 0.18769 -1.69587

Properties
gap between HOMO and LUMO (alpha / beta): 7.64 / 7.63 eV
total charge: 0
calculated total energy: -88398.6804 eV
highest occupied orbital energy (alpha / beta): -0.312 / -0.312 hartree


Entry 6:
Formula: C2HBrN2O
Source: the OMol25 dataset
Level of theory: ωB97M-V/def2-TZVPD

CARTESIAN COORDINATES (ANGSTROEM)
C -1.95617 -0.71535 -0.42153
C 1.34089 0.10769 0.52891
N -1.40742 -0.06997 -1.18282
N 1.50789 1.23055 0.24901
O 1.43289 2.39477 0.40969
Br 1.60550 -1.61177 0.20598
H -2.52358 -1.33592 0.21077

Properties
SMILES: [O-][N+]#CBr.C#N
gap between HOMO and LUMO: 9.51 eV
total charge: 0
calculated total energy: -77155.7091 eV
highest occupied orbital energy: -0.348 hartree


- The highest calculated total energy belongs to which entry?
  C2HBrN2O


- What is the total charge in the first record?
  0


- calculated total energy of number 4 (C2HBrCl2F2)?
  -102611.2267 eV


- total charge of number 4 (C2HBrCl2F2)?
  0